C5H12O2 | ωB97M-V/def2-TZVPD

Positions of all 19 atoms, in Å:
C: -1.70 2.11 -0.91
C: -0.66 1.65 0.11
O: -0.80 0.28 0.49
C: 0.86 -0.59 1.23
C: 1.31 -2.01 0.93
O: 1.68 -2.01 -0.40
C: 0.55 -1.38 -1.02
H: -2.72 1.97 -0.54
H: -1.60 1.57 -1.86
H: -1.56 3.18 -1.13
H: -0.75 2.25 1.02
H: 0.35 1.80 -0.31
H: 1.57 0.14 0.85
H: 0.48 -0.40 2.23
H: 2.18 -2.29 1.58
H: 0.51 -2.74 1.15
H: -0.33 -0.34 -0.29
H: -0.26 -2.13 -1.11
H: 0.86 -1.06 -2.01

As for the HOMO-LUMO gap: 0.2811 hartree. As for the charge: 0. The calculation puts the lowest unoccupied orbital energy at 0.0015 Ha. The energy comes out at -9469.08554 eV.



C5H12O2 | ωB97M-V/def2-TZVPD

Positions of all 19 atoms, in Å:
O: -0.45 -0.86 2.55
C: -1.18 0.32 2.19
C: -0.51 1.03 0.99
C: -0.13 0.01 -0.09
C: 0.58 0.54 -1.32
C: 1.07 -0.51 -2.30
O: 1.88 -1.50 -1.61
H: -0.95 -1.63 2.80
H: -1.25 0.98 3.06
H: -2.22 0.00 2.03
H: -1.28 1.80 0.72
H: 0.30 1.73 1.18
H: 0.57 -0.68 0.35
H: -1.10 -0.47 -0.35
H: 1.47 1.18 -1.14
H: -0.03 1.29 -1.85
H: 0.20 -0.98 -2.71
H: 1.72 0.00 -3.01
H: 1.30 -2.26 -1.50

As for the HOMO-LUMO gap: 0.3991 hartree. As for the SMILES: OCCCCCO. As for the charge: 0. The calculation puts the lowest unoccupied orbital energy at 0.0314 Ha. The energy comes out at -9473.52920 eV.



C5H12O2 | ωB97M-V/def2-TZVPD

Positions of all 19 atoms, in Å:
C: 2.09 1.09 0.94
C: 0.86 1.13 0.44
C: -0.24 0.20 0.94
C: -1.55 0.65 0.35
C: -2.59 1.14 1.02
H: 2.92 1.69 0.59
H: 2.27 0.55 1.86
H: 0.68 1.62 -0.52
H: -0.07 -0.82 0.60
H: -0.18 0.31 2.02
H: -1.57 0.69 -0.74
H: -3.43 1.46 0.41
H: -2.51 1.56 2.01
O: 0.68 -2.97 -0.44
H: 1.41 -3.50 -0.78
H: 0.45 -2.38 -1.18
O: 0.40 -1.17 -2.60
H: -0.53 -0.89 -2.57
H: 0.91 -0.38 -2.36

As for the HOMO-LUMO gap: 0.3785 hartree. As for the SMILES: C=CCC=C.O.O. As for the charge: 0. The calculation puts the lowest unoccupied orbital energy at 0.0207 Ha. The energy comes out at -9472.87354 eV.



C5H12O2 | ωB97M-V/def2-TZVPD

Positions of all 19 atoms, in Å:
C: 2.29 0.03 1.21
C: 0.86 0.57 1.29
C: 0.18 0.43 -0.07
O: 0.32 -1.05 -0.47
C: -1.28 0.59 -0.32
C: -1.27 -0.66 -1.85
O: -2.02 0.16 0.80
H: 2.29 -1.02 0.93
H: 2.86 0.57 0.44
H: 2.82 0.16 2.16
H: 0.28 0.03 2.04
H: 0.89 1.62 1.61
H: 0.70 1.06 -0.82
H: -0.37 -1.48 0.08
H: -1.67 1.55 -0.71
H: -1.41 -1.77 -1.88
H: -2.16 -0.19 -2.17
H: -0.44 -0.48 -2.58
H: -2.84 -0.21 0.45

As for the HOMO-LUMO gap: 0.3432 hartree. As for the charge: 0. The calculation puts the lowest unoccupied orbital energy at 0.0293 Ha. The energy comes out at -9471.20963 eV.



C5H12O2 | ωB97M-V/def2-TZVPD

Positions of all 19 atoms, in Å:
C: -0.46 1.23 2.35
C: -1.13 0.51 1.18
C: -0.28 0.24 -0.01
C: -0.47 -0.79 -0.83
C: 0.11 -0.81 -2.22
O: 1.41 -0.23 -2.25
H: -1.20 1.47 3.12
H: 0.32 0.60 2.78
H: -0.01 2.16 2.00
H: -1.91 1.16 0.77
H: -1.62 -0.40 1.53
H: 0.41 1.03 -0.30
H: -1.26 -1.52 -0.62
H: -0.58 -0.23 -2.84
H: 0.11 -1.84 -2.61
H: 1.64 -0.09 -3.18
O: 1.69 -0.85 0.79
H: 2.21 -0.37 0.13
H: 1.04 -1.28 0.23

As for the HOMO-LUMO gap: 0.3490 hartree. As for the SMILES: CC/C=C/CO.O. As for the charge: 0. The calculation puts the lowest unoccupied orbital energy at 0.0258 Ha. The energy comes out at -9473.12423 eV.



C5H12O2 | ωB97M-V/def2-TZVPD

Positions of all 19 atoms, in Å:
C: 0.70 -1.44 1.96
C: -0.50 -0.75 1.31
C: -0.04 0.31 0.34
O: 1.02 -0.75 -0.72
C: -0.97 1.12 -0.53
C: -0.14 1.50 -1.95
O: 0.18 0.40 -2.70
H: 0.38 -2.11 2.76
H: 1.29 -1.99 1.23
H: 1.37 -0.68 2.40
H: -1.13 -0.31 2.10
H: -1.14 -1.46 0.78
H: 0.73 0.96 0.76
H: 0.57 -1.61 -0.89
H: -1.12 2.15 -0.18
H: -1.95 0.62 -0.68
H: 0.77 2.00 -1.56
H: -0.77 2.25 -2.45
H: 0.74 -0.20 -1.98

As for the HOMO-LUMO gap: 0.3602 hartree. As for the charge: 0. The calculation puts the lowest unoccupied orbital energy at 0.0280 Ha. The energy comes out at -9472.52068 eV.



C5H12O2 | ωB97M-V/def2-TZVPD

Positions of all 19 atoms, in Å:
C: 2.08 0.95 0.92
C: 1.00 -0.06 1.33
C: 0.23 -0.71 0.17
O: -0.66 -1.70 0.59
C: -0.80 0.22 -0.55
C: -1.03 -0.23 -1.98
O: -2.10 0.18 0.37
H: 2.88 0.48 0.34
H: 1.67 1.77 0.32
H: 2.55 1.40 1.81
H: 1.45 -0.87 1.91
H: 0.25 0.42 1.97
H: 0.99 -1.11 -0.54
H: -1.48 -1.10 0.81
H: -0.62 1.28 -0.44
H: -0.91 -1.32 -2.09
H: -2.04 0.05 -2.28
H: -0.33 0.25 -2.67
H: -2.91 -0.19 -0.03

As for the HOMO-LUMO gap: 0.3834 hartree. As for the SMILES: CC[C@@H](O)[C@@H](C)O. As for the charge: 0. The calculation puts the lowest unoccupied orbital energy at 0.0307 Ha. The energy comes out at -9473.58174 eV.



C5H12O2 | ωB97M-V/def2-TZVPD

Positions of all 19 atoms, in Å:
C: -1.12 -1.61 1.19
O: -0.88 -0.60 0.22
C: 0.47 -0.13 0.16
C: 1.47 -1.23 -0.15
C: 0.49 0.97 -0.91
C: -0.40 2.17 -0.59
O: -1.77 1.88 -0.67
H: -0.40 -1.57 2.01
H: -1.09 -2.61 0.73
H: -2.12 -1.44 1.60
H: 0.71 0.32 1.14
H: 1.21 -1.72 -1.10
H: 1.49 -1.99 0.64
H: 2.47 -0.81 -0.23
H: 0.17 0.53 -1.86
H: 1.53 1.31 -1.02
H: -0.13 2.56 0.41
H: -0.20 2.97 -1.31
H: -1.89 1.01 -0.25

As for the HOMO-LUMO gap: 0.3984 hartree. As for the SMILES: CO[C@@H](C)CCO. As for the charge: 0. The calculation puts the lowest unoccupied orbital energy at 0.0357 Ha. The energy comes out at -9474.05099 eV.



Q: Which value of energy does entry 7 give?
A: -9473.58174 eV